1.
This record from the Open Molecules 2025 dataset describes a 2-piece molecular cluster, C3H4N2O2S overall. The level of theory is the ωB97M-V functional and the def2-TZVPD basis.

Properties
Energy relative to the best compared isomer or geometry (same formula, charge and spin) = 641.5 kJ/mol
LUMO energy (spin up / spin down) = -1.719 / -0.827 eV
Gap between HOMO and LUMO (spin up / spin down) = 6.98 / 7.71 eV

```
12
Properties=species:S:1:pos:R:3:nbo_charge:R:1
C 0.75355 -0.66662 1.58292 -0.0179
C 1.02903 0.48545 -0.32014 0.0112
C 0.60803 -0.75893 0.12201 -0.3659
N 1.16689 0.52541 1.92577 -0.2470
N 1.35508 1.21878 0.79991 -0.3362
O -2.49024 -1.02733 -2.12761 -0.3318
O -1.54811 -0.27128 -1.56701 -0.1570
S 0.17816 -2.08106 -0.82348 0.1396
H 0.44495 -1.41015 2.23802 0.2110
H 1.22100 0.85201 -1.23525 0.2173
H 1.49381 2.23891 0.96356 0.4238
H -2.96538 -1.59483 -1.36363 0.4531
```

=====

2.
This record from the Open Molecules 2025 dataset describes a 10-piece molecular cluster, C26H72O14 overall. The level of theory is the ωB97M-V functional and the def2-TZVPD basis.

Properties
SMILES = CC(C)O.CC(C)O.CC(C)O.CC(C)O.CC(C)O.CC(C)O.OCCO.OCCO.OCCO.OCCO
Energy relative to the best compared isomer or geometry (same formula, charge and spin) = 263.3 kJ/mol
LUMO energy = 0.183 eV
Gap between HOMO and LUMO = 9.72 eV

```
112
Properties=species:S:1:pos:R:3:lowdin_charge:R:1
C 2.50205 -4.98823 -1.88271 -0.0440
C 1.83718 -4.99892 -0.50148 -0.4482
C 2.70715 -4.36143 0.56391 -0.0456
O 0.63475 -4.25913 -0.50983 -0.0808
H 2.79473 -3.98533 -2.19355 0.0623
H 1.87935 -5.29788 -2.72203 0.0803
H 3.41382 -5.58527 -1.86471 0.0795
H 1.60860 -6.04092 -0.27766 0.1434
H 2.24527 -4.45791 1.54649 0.0807
H 2.74143 -3.28495 0.39622 0.0566
H 3.71524 -4.76385 0.66343 0.0868
H 0.85361 -3.35029 -0.72823 0.0399
C -4.22130 1.24083 0.05749 -0.0495
C -4.33014 2.11276 -1.18249 -0.5213
C -4.88881 1.37643 -2.33925 -0.0639
O -5.09606 3.27320 -0.89368 -0.0479
H -5.19252 1.05503 0.51609 0.0824
H -3.47775 1.61675 0.76029 0.0697
H -3.90423 0.24634 -0.25643 0.0659
H -3.33901 2.47275 -1.45845 0.1166
H -4.85068 2.05857 -3.18857 0.0841
H -5.93663 1.14424 -2.14881 0.0877
H -4.35249 0.47536 -2.63683 0.0803
H -5.98935 3.08573 -0.59618 0.0884
C -4.70074 -0.68860 3.81916 -0.0460
C -3.69476 -1.60666 3.12232 -0.5055
C -2.31997 -1.02669 2.83221 -0.0405
O -3.55449 -2.72290 3.96354 -0.0442
H -5.56796 -1.24978 4.16718 0.0792
H -5.08886 0.02970 3.09699 0.0656
H -4.34824 -0.16535 4.70800 0.0813
H -4.16080 -1.87816 2.17511 0.1227
H -1.78093 -1.51445 2.02005 0.0571
H -1.74080 -0.94698 3.75217 0.0829
H -2.51953 -0.02662 2.44733 0.0651
H -3.35010 -3.48542 3.41730 0.0894
C -0.66736 4.06194 -0.49948 -0.0610
C -1.02226 5.31462 0.29014 -0.4587
C -2.30300 5.11549 1.17624 -0.0352
O 0.03941 5.53402 1.18183 -0.0667
H 0.34728 4.24044 -0.85550 0.0805
H -1.31186 3.86711 -1.35667 0.0597
H -0.65097 3.12481 0.05696 0.0636
H -1.14030 6.14520 -0.40577 0.1377
H -2.43711 6.01462 1.77763 0.0741
H -2.16641 4.33370 1.92339 0.0666
H -3.12215 4.76984 0.54566 0.0631
H 0.36954 4.67047 1.44048 0.0284
C 5.88368 -0.56830 -2.03105 -0.0503
C 4.56785 -1.07130 -1.39749 -0.4680
C 4.52977 -0.57713 0.06167 -0.0335
O 3.47671 -0.53907 -2.10334 -0.0512
H 5.79873 -0.70672 -3.10888 0.0761
H 6.69343 -1.13461 -1.57093 0.0883
H 6.05703 0.50299 -1.92920 0.0824
H 4.64849 -2.15356 -1.49902 0.1298
H 4.64940 0.50331 0.14186 0.0774
H 5.35510 -0.98702 0.64383 0.0924
H 3.55200 -0.78846 0.49456 0.0456
H 3.74647 -0.49918 -3.02380 0.1012
C 0.78411 0.15215 0.24193 -0.0423
C 0.17592 -0.82957 -0.75644 -0.4672
C -0.48985 -0.04896 -1.91711 -0.0163
O 1.14896 -1.70840 -1.21736 -0.0582
H 0.06030 0.92740 0.49328 0.0713
H 1.59898 0.65638 -0.27754 0.0710
H 1.12876 -0.29992 1.17195 0.0735
H -0.52915 -1.32528 -0.08918 0.1200
H 0.13921 0.82188 -2.10151 0.0629
H -1.43914 0.36039 -1.57158 0.0681
H -0.66295 -0.59399 -2.84506 0.0858
H 1.87386 -1.16552 -1.53582 0.0510
O 1.78301 -1.10093 5.48650 -0.0717
C 1.85859 -1.89682 4.27610 -0.2130
C 2.96359 -1.40641 3.33850 -0.2148
O 4.37081 -1.32820 3.74377 -0.0654
H 1.23921 -1.57828 6.11740 0.0771
H 1.94399 -2.94051 4.57864 0.1158
H 0.90363 -1.89392 3.75059 0.1021
H 2.70259 -0.38767 3.05187 0.0962
H 2.98017 -1.96111 2.40035 0.0856
H 4.53257 -0.38595 3.65665 0.0693
O -1.67396 -5.41930 -0.18557 -0.0906
C -2.76773 -4.93362 -1.00315 -0.2126
C -2.63612 -3.44262 -1.35318 -0.2035
O -3.13790 -2.70197 -0.22822 -0.1024
H -0.87074 -5.02249 -0.53047 0.0101
H -2.61157 -5.45931 -1.94516 0.1051
H -3.74071 -5.27189 -0.64681 0.1212
H -3.24222 -3.07701 -2.18206 0.1192
H -1.60409 -3.14484 -1.53850 0.0986
H -2.82289 -3.11950 0.57679 0.0577
O 0.87539 3.08505 2.64060 -0.0741
C 2.23917 3.12006 2.93782 -0.2200
C 3.01074 3.31473 1.60313 -0.2548
O 4.37075 3.47961 1.77705 -0.0435
H 0.45458 3.33102 3.46765 0.1045
H 2.43570 3.92727 3.64343 0.1227
H 2.50743 2.28113 3.57995 0.1135
H 2.57449 4.01042 0.88635 0.1177
H 2.88398 2.41416 1.00227 0.0945
H 4.71209 3.60327 0.88835 0.0919
O -1.61156 3.83392 -5.45573 -0.0515
C -1.07514 2.75470 -4.72720 -0.2406
C 0.46748 2.64880 -4.87694 -0.2571
O 0.81018 2.17435 -6.12534 -0.0545
H -1.29584 3.81018 -6.36202 0.0756
H -1.27518 2.87531 -3.66253 0.0968
H -1.61023 1.85631 -5.03489 0.1178
H 1.04619 2.13074 -4.11222 0.1099
H 0.84593 3.66846 -4.80497 0.1151
H 0.25408 2.53106 -6.82184 0.0797
```